Record 1
C2H35O16 | ωB97M-V/def2-TZVPD

```
53
Properties=species:S:1:pos:R:3:nbo_charge:R:1
C 0.10 0.84 -0.21 -0.63
C -0.43 0.34 1.11 -0.05
O -0.24 -1.01 1.38 -1.05
H -0.46 0.40 -1.04 0.17
H 1.17 0.79 -0.38 0.20
H -0.15 1.89 -0.33 0.19
H -1.46 0.70 1.08 0.12
H 0.04 0.92 1.90 0.11
O -1.87 -2.11 3.39 -0.98
H -1.16 -2.64 3.74 0.45
H -1.48 -1.67 2.63 0.50
O -1.00 4.77 -0.71 -0.94
H -1.38 4.18 -0.06 0.48
H -1.37 4.49 -1.54 0.47
O 4.12 1.85 -1.51 -0.96
H 3.71 1.04 -1.82 0.50
H 4.04 2.45 -2.25 0.44
O 1.32 -1.04 3.94 -0.97
H 0.64 -1.00 3.27 0.50
H 2.01 -0.46 3.61 0.45
O -1.71 -1.58 -2.76 -0.99
H -2.04 -2.42 -3.07 0.49
H -0.87 -1.79 -2.35 0.51
O -3.11 0.94 -2.12 -0.94
H -2.81 1.79 -2.44 0.45
H -2.32 0.40 -2.06 0.48
O 2.98 -0.75 -2.21 -1.00
H 2.88 -0.84 -1.27 0.48
H 2.09 -0.83 -2.56 0.50
O -4.39 0.93 2.14 -0.95
H -4.62 0.20 1.57 0.48
H -3.51 0.73 2.46 0.48
O 0.58 -3.80 1.22 -0.98
H 0.20 -2.94 1.38 0.52
H 0.19 -4.37 1.88 0.47
O 0.35 -2.67 -1.18 -1.01
H 0.44 -1.92 -0.59 0.49
H 0.52 -3.43 -0.62 0.51
O 0.71 -0.46 -3.42 -0.96
H 0.67 0.39 -3.85 0.49
H -0.20 -0.76 -3.39 0.49
O -2.72 -2.12 -0.07 -0.98
H -2.56 -1.85 -0.98 0.47
H -1.96 -1.78 0.41 0.49
O 1.27 2.76 -3.02 -0.95
H 1.17 3.33 -2.26 0.48
H 2.10 3.03 -3.42 0.46
O 3.32 -0.54 0.60 -0.96
H 2.38 -0.62 0.76 0.49
H 3.73 -0.90 1.38 0.48
O 0.09 2.24 4.77 -0.93
H -0.03 2.63 3.91 0.47
H 1.03 2.31 4.95 0.46
```

Calculated values
highest occupied orbital energy	-5.672	eV
gap between HOMO and LUMO	7.848	eV
E_LUMO	2.2	eV
energy	-35404.6114	eV
charge	-1
F_max	1.5	eV/Å
energy relative to the best compared isomer or geometry (same formula, charge and spin)	1.356	eV
2S+1	1



Record 2
C2H36NO16 | ωB97M-V/def2-TZVPD

```
55
Properties=species:S:1:pos:R:3:nbo_charge:R:1
C 0.54 0.34 -3.16 -0.07
O 1.57 -0.68 -3.08 -0.78
C 0.12 1.00 -1.87 -0.26
N -1.10 0.41 -1.38 -0.87
H 1.18 1.02 -3.83 0.18
H -0.32 0.02 -3.69 0.17
H 0.92 0.88 -1.11 0.18
H -0.06 2.07 -2.04 0.21
H -0.92 -0.54 -1.03 0.35
H -1.41 0.91 -0.50 0.39
H 1.93 2.04 1.95 0.49
H 0.76 2.57 1.50 0.48
O 1.70 2.80 1.38 -1.02
H -0.76 4.05 0.43 0.50
H 0.48 4.88 -0.17 0.45
O -0.49 4.76 -0.22 -0.98
H -2.70 -3.30 0.79 0.49
H -1.27 -2.95 0.12 0.51
O -2.28 -2.76 0.10 -1.04
H 1.32 -1.59 -3.00 0.49
H 0.23 -4.18 0.38 0.45
O 0.21 -3.25 0.56 -1.17
H 2.03 -0.22 1.55 0.53
H 3.33 0.68 1.80 0.50
O 2.44 0.49 2.09 -1.01
H -2.21 2.48 1.35 0.50
H -1.63 3.41 2.41 0.49
O -1.68 3.27 1.44 -0.96
H 4.12 -0.88 0.46 0.49
H 3.75 -0.01 -0.68 0.48
O 4.34 -0.02 0.07 -0.97
H -2.38 -1.73 -2.58 0.48
H -2.77 -2.90 -1.57 0.50
O -3.01 -2.45 -2.42 -1.01
H -0.23 -2.97 3.64 0.46
H -0.39 -3.11 1.97 0.51
O -0.75 -2.77 2.89 -1.06
H -3.52 -1.38 0.02 0.51
H -4.26 -0.54 -0.94 0.49
O -4.08 -0.56 0.00 -0.99
H -0.43 -3.36 -1.36 0.49
H -0.64 -3.26 -2.97 0.48
O -0.08 -3.11 -2.21 -0.99
H 1.40 -2.31 0.42 0.52
H 1.95 -1.36 -0.61 0.48
O 2.08 -1.56 0.34 -1.04
H -0.34 0.80 3.20 0.47
H 1.09 1.45 3.70 0.50
O 0.10 1.66 3.36 -0.98
H -2.87 0.16 1.07 0.52
H -1.52 -0.21 2.02 0.49
O -1.87 0.28 1.27 -1.03
H 3.49 3.41 -0.50 0.48
H 2.05 4.12 -0.44 0.48
O 2.86 4.01 -0.91 -0.97
```

Calculated values
highest occupied orbital energy	-6.296	eV
gap between HOMO and LUMO	8.845	eV
E_LUMO	2.5	eV
energy	-36910.6512	eV
charge	-1
F_max	4.0	eV/Å
energy relative to the best compared isomer or geometry (same formula, charge and spin)	0.000	eV
2S+1	1



Record 3
C2H38O17 | ωB97M-V/def2-TZVPD

```
57
Properties=species:S:1:pos:R:3:nbo_charge:R:1
O -4.86 0.98 1.70 -0.95
H -5.81 0.99 1.60 0.47
H -4.52 1.01 0.80 0.48
O -2.89 0.65 5.61 -0.94
H -3.33 0.60 4.76 0.48
H -2.48 1.51 5.63 0.47
O 4.63 -2.09 4.13 -0.94
H 4.43 -1.85 3.22 0.47
H 4.77 -1.26 4.57 0.47
O 0.16 -1.73 6.30 -0.94
H -0.72 -1.42 6.07 0.47
H 0.51 -2.08 5.49 0.47
O -0.15 -5.30 -2.61 -0.94
H -0.64 -4.96 -1.86 0.47
H -0.22 -4.62 -3.28 0.47
O -2.20 6.99 -1.97 -0.94
H -2.17 7.90 -2.24 0.47
H -2.30 7.02 -1.02 0.47
O -4.01 -5.01 0.36 -0.94
H -3.65 -5.06 1.25 0.47
H -4.93 -5.23 0.46 0.47
O 3.68 -6.33 1.73 -0.94
H 4.45 -6.85 1.97 0.47
H 4.04 -5.49 1.46 0.47
O 2.51 4.22 -4.02 -0.94
H 2.22 4.38 -3.12 0.47
H 1.73 4.34 -4.55 0.47
O 2.75 5.93 0.29 -0.94
H 2.46 6.79 0.59 0.47
H 3.26 5.59 1.03 0.47
O -4.19 -2.88 -3.34 -0.94
H -4.14 -3.40 -2.54 0.47
H -3.98 -1.99 -3.06 0.47
O 5.28 -2.17 0.01 -0.95
H 6.00 -1.66 0.37 0.47
H 5.27 -1.95 -0.92 0.48
O -2.74 4.72 2.25 -0.94
H -2.97 3.81 2.09 0.47
H -2.20 4.70 3.03 0.47
O 0.76 -2.12 -5.34 -0.94
H 0.21 -1.36 -5.52 0.47
H 1.20 -2.30 -6.17 0.47
O 4.71 -1.01 -3.75 -0.95
H 4.99 -0.42 -4.46 0.47
H 3.77 -1.11 -3.87 0.48
O -4.02 1.56 -2.12 -0.95
H -4.35 2.20 -2.75 0.47
H -3.11 1.83 -1.95 0.48
C 0.01 -0.54 0.47 -0.63
C 0.71 0.77 0.44 -0.06
O -0.04 1.77 -0.20 -0.74
H -0.85 -0.55 1.13 0.21
H 0.66 -1.37 0.76 0.23
H -0.45 -0.70 -0.51 0.21
H 1.67 0.86 -0.07 0.17
H 0.87 1.09 1.46 0.15
H 0.22 2.61 0.18 0.47
```

Calculated values
highest occupied orbital energy	-10.435	eV
gap between HOMO and LUMO	10.244	eV
E_LUMO	-0.2	eV
energy	-37496.9306	eV
F_max	1.9	eV/Å
energy relative to the best compared isomer or geometry (same formula, charge and spin)	2.508	eV
2S+1	1



Record 4
C2H39FeO20 | ωB97M-V/def2-TZVPD

```
62
Properties=species:S:1:pos:R:3:nbo_charge:R:1
Fe -10.09 23.74 9.00 1.58
C -9.93 24.47 13.00 -0.73
C -8.97 24.74 11.88 0.80
O -9.09 24.22 10.77 -0.86
O -8.08 25.60 12.06 -0.77
H -10.62 25.32 12.96 0.23
H -9.55 24.47 14.02 0.24
H -10.50 23.56 12.78 0.21
O -9.10 20.25 13.16 -0.94
H -9.47 19.37 13.08 0.47
H -8.59 20.37 12.35 0.48
O -10.24 28.65 9.45 -0.97
H -10.07 29.10 10.28 0.50
H -9.39 28.35 9.15 0.50
O -11.99 24.74 9.66 -1.00
H -12.77 24.18 9.68 0.50
H -12.34 25.63 9.67 0.52
O -11.27 20.89 5.91 -0.95
H -10.66 20.16 5.90 0.48
H -11.79 20.79 5.12 0.49
O -8.22 20.23 7.21 -0.96
H -8.20 20.14 6.26 0.49
H -7.37 19.89 7.50 0.49
O -9.50 25.63 8.20 -1.02
H -8.73 26.08 8.55 0.51
H -9.83 26.21 7.52 0.50
O -10.17 19.58 9.64 -0.95
H -9.31 19.27 9.36 0.49
H -10.65 18.79 9.87 0.49
O -10.33 27.30 6.33 -0.95
H -11.08 27.84 6.61 0.50
H -9.74 27.91 5.89 0.50
O -11.21 23.28 7.23 -0.98
H -11.02 22.53 6.68 0.51
H -11.86 23.79 6.74 0.51
O -10.87 22.10 9.86 -0.99
H -10.60 21.27 9.47 0.51
H -11.15 21.87 10.74 0.53
O -14.43 23.23 9.07 -0.96
H -14.93 23.05 9.87 0.48
H -14.90 22.75 8.39 0.48
O -11.78 21.43 12.48 -0.98
H -10.92 21.23 12.85 0.50
H -12.38 21.34 13.21 0.49
O -6.04 23.72 7.52 -0.96
H -5.90 24.61 7.18 0.50
H -5.16 23.37 7.63 0.50
O -6.16 23.59 10.53 -0.96
H -6.99 24.00 10.78 0.49
H -6.03 23.87 9.62 0.45
O -10.82 25.06 4.84 -0.97
H -10.76 25.90 5.29 0.48
H -9.95 24.68 4.93 0.47
O -7.73 27.13 9.59 -1.02
H -6.98 27.70 9.77 0.49
H -7.87 26.66 10.42 0.53
O -12.52 27.46 9.46 -0.98
H -13.02 27.72 8.69 0.46
H -11.68 27.90 9.37 0.50
O -8.49 22.84 8.17 -1.00
H -8.47 21.95 7.82 0.50
H -7.60 23.17 8.03 0.52
```

Calculated values
highest occupied orbital energy (spin up / spin down)	-10.560 / -10.196	eV
gap between HOMO and LUMO (spin up / spin down)	7.813 / 7.449	eV
E_LUMO (spin up / spin down)	-2.7 / -2.7	eV
energy	-78043.5295	eV
charge	+1
F_max	3.7	eV/Å
2S+1	5



Record 5
C2H3AgLi2O2 | ωB97M-V/def2-TZVPD

```
10
Properties=species:S:1:pos:R:3:nbo_charge:R:1
O 1.15 0.56 1.39 -1.06
C 0.58 -1.04 -0.09 -0.49
C -0.74 -0.52 -0.34 0.13
O -0.75 0.72 -0.80 -0.99
Ag 0.09 2.28 1.09 0.85
H 0.65 -2.13 -0.09 0.22
H 1.46 -0.70 -0.67 0.23
H -1.77 -0.84 -0.15 0.19
Li -0.46 -0.12 2.02 0.93
Li -0.21 1.80 -2.37 0.98
```

Calculated values
highest occupied orbital energy (spin up / spin down)	-11.344 / -11.883	eV
gap between HOMO and LUMO (spin up / spin down)	6.547 / 7.085	eV
E_LUMO (spin up / spin down)	-4.8 / -4.8	eV
energy	-10617.2318	eV
charge	+1
F_max	4.0	eV/Å
energy relative to the best compared isomer or geometry (same formula, charge and spin)	1.049	eV
2S+1	2



Record 6
C2H3AgO | ωB97M-V/def2-TZVPD

```
7
Properties=species:S:1:pos:R:3:nbo_charge:R:1
H -1.71 -0.28 -1.29 0.11
O -0.21 0.61 -0.15 -0.91
C -1.23 -0.17 -0.26 0.15
C -2.29 -0.29 0.59 -0.56
H -3.06 -1.04 0.37 0.19
H -2.24 0.08 1.61 0.17
Ag 1.88 0.15 0.14 0.84
```

Calculated values
highest occupied orbital energy	-7.249	eV
gap between HOMO and LUMO	5.388	eV
E_LUMO	-1.9	eV
energy	-8165.8049	eV
F_max	4.4	eV/Å
2S+1	1



Record 7
C2H3BaFO2P | ωB97M-V/def2-TZVPD

```
10
Properties=species:S:1:pos:R:3:mulliken_charge:R:1
P -0.94 -1.26 -1.68 -0.10
F 1.06 -3.18 -1.54 -0.82
O -0.76 -0.61 0.44 -0.89
C -0.77 0.69 0.86 -0.26
H -1.74 1.18 1.00 0.28
H -0.77 0.13 -1.99 -0.07
C 0.41 1.34 0.97 0.01
O 1.57 0.78 0.63 -0.96
Ba 1.50 -1.40 -0.12 1.53
H 0.44 2.34 1.43 0.28
```

Calculated values
highest occupied orbital energy	-2.657	eV
gap between HOMO and LUMO	5.076	eV
E_LUMO	2.4	eV
energy	-18917.5930	eV
charge	-1
F_max	2.5	eV/Å
energy relative to the best compared isomer or geometry (same formula, charge and spin)	0.000	eV
2S+1	1



Record 8
C2H3BiFO | ωB97M-V/def2-TZVPD

```
8
Properties=species:S:1:pos:R:3:nbo_charge:R:1
H -0.91 -1.27 0.11 0.32
O 1.26 -0.28 0.04 -0.87
C 0.24 0.42 0.16 0.55
C -1.06 -0.18 -0.26 -0.05
Bi 3.23 -0.26 0.20 2.67
H 0.21 1.22 0.92 0.28
H -0.87 -0.20 -1.37 0.31
F -2.10 0.55 0.21 -0.21
```

Calculated values
highest occupied orbital energy	-25.562	eV
gap between HOMO and LUMO	5.580	eV
E_LUMO	-20.0	eV
energy	-12684.0619	eV
charge	+3
F_max	6.4	eV/Å
energy relative to the best compared isomer or geometry (same formula, charge and spin)	0.000	eV
2S+1	1



Which value of F_max does entry 4 give? 3.7 eV/Å



Which of these has the highest 2S+1? C2H39FeO20



Among the records above, which one has the highest 2S+1? C2H39FeO20



Look up the F_max of the second one. 4.0 eV/Å